Below is a molecular structure, C23H60B3N9O13P2S in a non-equilibrium geometry, with properties calculated with wB97M-V/def2-TZVPD.

Values from the calculation:
Largest force on an atom: 1.08 eV/Å
Relative energy (zero: lowest compared OMol25 entry of this formula, charge and spin): 0.0 kcal per mole
Net charge: 0
Gap between HOMO and LUMO: 8.27 eV
HOMO level: -8.406 eV

The geometry in XYZ format:
```
111
Properties=species:S:1:pos:R:3:forces:R:3
N 0.176703 0.221290 -1.094862 0.08 0.07 0.06
C -0.309765 1.228874 -0.160100 -0.14 0.11 0.04
C -1.503951 2.059938 -0.664217 0.11 -0.08 -0.21
B -1.111897 3.090269 -1.759188 0.38 -0.29 -0.35
O -0.162717 4.083030 -1.578024 -0.50 0.08 -0.10
B -0.456849 5.268482 -2.216523 0.71 0.28 0.37
P 0.820982 6.696098 -2.546274 -0.22 0.51 -0.54
N 0.620686 7.714653 -1.169955 -0.55 -0.61 -0.12
O 2.257306 5.999597 -2.151567 0.02 -0.21 0.49
O -1.739783 5.466508 -2.718390 -0.30 -0.02 0.07
B -2.411431 4.342315 -3.097499 0.28 -0.17 -0.41
P -4.247619 4.483460 -3.686468 0.42 0.98 -0.16
O -5.045185 4.584564 -2.284920 0.08 -0.28 -0.04
O -4.627996 3.042984 -4.263813 -0.13 -0.35 0.20
S -4.532375 5.967267 -4.871232 -0.22 -0.10 -0.13
O -1.779559 3.133603 -3.000857 -0.79 -0.14 0.73
H 0.481830 0.633210 -1.968589 0.00 0.00 -0.02
H -0.551579 -0.449975 -1.303658 0.04 -0.08 0.01
H -0.580056 0.721401 0.764819 0.05 -0.06 0.03
H 0.509183 1.913339 0.068193 0.07 -0.07 0.12
H -1.935730 2.634188 0.164708 0.08 0.04 0.07
H -2.303769 1.422254 -1.046047 0.03 -0.15 0.07
H 0.370501 7.180551 -0.341872 0.17 0.15 0.13
H -0.180279 8.309335 -1.374678 0.27 0.37 0.05
H 2.628061 5.573333 -2.924203 0.26 -0.03 -0.21
H -5.915266 4.179252 -2.372607 -0.20 0.09 0.27
H -5.512053 3.039549 -4.651928 0.05 -0.02 -0.32
C 3.679747 -1.208172 3.175724 0.02 0.07 0.05
C 3.015824 -0.236581 2.221987 -0.01 0.00 0.03
O 3.097021 0.975578 2.390099 0.01 -0.02 0.02
N 2.330466 -0.759487 1.186939 0.14 0.04 0.06
C 2.115773 -2.156589 0.843744 -0.18 0.33 -0.16
H 4.183437 -0.634832 3.948121 -0.01 0.04 -0.01
H 2.941113 -1.863239 3.639579 0.02 -0.06 -0.04
H 4.412757 -1.822853 2.653234 -0.03 -0.06 0.01
H 1.906735 -0.068021 0.587349 -0.12 -0.10 -0.14
H 2.518275 -2.357529 -0.150734 0.06 -0.09 0.04
H 1.043588 -2.355301 0.835197 0.17 -0.15 0.02
H 2.600942 -2.816455 1.552926 -0.01 -0.04 0.01
C -2.565125 -4.137399 1.647947 0.02 0.05 -0.11
C -1.825978 -2.946667 2.205582 0.03 -0.02 0.01
O -1.003724 -2.321468 1.551567 -0.19 0.06 -0.04
N -2.108220 -2.588354 3.483717 -0.05 -0.03 0.03
C -3.052989 -3.204011 4.396910 0.14 0.16 0.01
H -2.234026 -4.298486 0.626325 0.06 0.04 0.00
H -2.352144 -5.032367 2.232811 -0.07 -0.02 0.02
H -3.642297 -3.967926 1.653415 -0.02 -0.11 0.06
H -1.579978 -1.792424 3.805843 0.00 0.00 0.01
H -3.810449 -2.482232 4.705918 -0.05 -0.04 0.00
H -2.540385 -3.566398 5.289516 -0.03 -0.05 0.00
H -3.553023 -4.039873 3.919513 -0.03 0.00 -0.01
C 5.224073 -4.760655 2.293732 -0.03 0.02 -0.05
C 3.964134 -5.591565 2.218146 0.02 -0.01 -0.03
O 3.052593 -5.316617 1.452489 0.02 -0.03 0.01
N 3.881109 -6.672967 3.033453 0.04 0.04 0.09
C 4.858533 -7.165046 3.986532 -0.19 -0.15 -0.07
H 5.135530 -3.946862 1.580644 -0.03 -0.01 -0.03
H 5.359257 -4.345403 3.293121 0.05 -0.03 0.01
H 6.098836 -5.359942 2.039309 0.02 0.00 0.05
H 3.018821 -7.183763 2.930560 0.00 -0.01 0.01
H 5.170152 -8.176431 3.720492 0.09 0.03 -0.02
H 4.434039 -7.184582 4.991841 0.05 0.05 0.02
H 5.734771 -6.526523 3.993209 0.02 0.01 0.00
C -7.544086 -3.595814 0.580790 0.02 -0.01 0.06
C -6.448006 -4.634588 0.645584 -0.02 -0.01 -0.02
O -5.937286 -4.969108 1.702571 0.03 0.05 0.04
N -6.042586 -5.190076 -0.525650 -0.02 0.04 -0.03
C -6.526873 -4.919546 -1.865348 0.15 -0.13 0.08
H -7.747232 -3.256031 1.591044 0.02 -0.02 0.03
H -7.236814 -2.743023 -0.025491 -0.04 -0.01 -0.04
H -8.456654 -4.017681 0.158867 0.00 0.04 -0.05
H -5.311052 -5.874532 -0.413788 0.00 -0.01 0.00
H -6.933029 -5.826271 -2.315931 -0.05 0.03 -0.02
H -5.716676 -4.555249 -2.498708 -0.03 0.05 -0.03
H -7.308596 -4.168352 -1.840211 -0.01 0.01 0.00
C -4.228218 12.055038 -4.410946 0.06 0.02 0.02
C -3.510940 10.795264 -3.978526 -0.02 -0.02 0.00
O -2.427933 10.831438 -3.417079 0.01 0.02 0.03
N -4.122637 9.612027 -4.237270 0.00 0.04 0.00
C -5.398956 9.366497 -4.877961 0.13 -0.15 0.13
H -3.613873 12.905383 -4.133361 0.03 -0.01 0.02
H -4.381218 12.065133 -5.490579 -0.06 0.00 0.00
H -5.196901 12.140723 -3.917477 -0.03 0.00 -0.05
H -3.596961 8.806877 -3.930025 -0.03 -0.05 -0.04
H -6.056001 8.826345 -4.194828 -0.08 0.01 -0.06
H -5.260124 8.751659 -5.767863 -0.08 0.05 -0.05
H -5.885550 10.293047 -5.164905 0.07 0.07 0.02
C 3.611423 -9.029930 0.408597 0.08 0.02 0.04
C 4.593068 -10.087697 0.856911 0.01 0.03 -0.02
O 5.698894 -9.799793 1.284535 -0.02 0.02 0.06
N 4.196690 -11.386291 0.776275 -0.05 0.01 -0.01
C 2.931849 -11.910930 0.301461 0.19 -0.09 0.07
H 4.077566 -8.058835 0.537441 0.00 0.01 0.00
H 3.340418 -9.155441 -0.639797 -0.06 -0.03 0.02
H 2.705169 -9.068727 1.014957 -0.06 0.01 -0.08
H 4.895259 -12.040193 1.092721 0.00 -0.01 -0.01
H 2.431574 -12.477720 1.088554 -0.06 0.02 -0.01
H 3.087102 -12.573768 -0.551347 -0.05 0.02 -0.03
H 2.279473 -11.101421 -0.007210 -0.01 0.01 -0.01
C 6.595544 5.552213 1.536841 0.06 0.04 0.01
C 6.743857 6.980102 1.059457 0.00 -0.03 0.02
O 7.796756 7.588192 1.164137 0.01 0.00 0.00
N 5.651156 7.564401 0.504236 -0.02 -0.10 0.03
C 4.328936 6.997141 0.298422 0.15 0.31 -0.02
H 7.547396 5.234568 1.949910 0.03 0.03 0.00
H 5.830049 5.475854 2.309393 -0.04 -0.05 -0.04
H 6.327534 4.890751 0.712575 -0.06 -0.02 0.03
H 5.811490 8.513762 0.206971 -0.01 0.00 -0.01
H 4.069139 7.006210 -0.757911 -0.06 -0.07 0.00
H 3.583420 7.585964 0.835930 -0.07 -0.08 0.01
H 4.287859 5.974507 0.657030 0.02 -0.02 0.00
```
Forces are in eV/Å.

---

Below is 9 unconnected molecules or ions with the total composition C23H60Cl2FO9 in a non-equilibrium geometry, with properties calculated with wB97M-V/def2-TZVPD.

Values from the calculation:
Largest force on an atom: 2.31 eV/Å
Net charge: -1
Gap between HOMO and LUMO: 4.17 eV
HOMO level: -2.025 eV

The geometry in XYZ format:
```
95
Properties=species:S:1:pos:R:3:forces:R:3
C 1.226751 0.925821 0.889776 0.57 0.26 -0.59
C 0.835138 1.748873 -0.388153 0.88 0.40 0.67
O 2.078863 2.401615 -0.827355 -0.34 0.09 -0.17
C -0.193905 2.895714 -0.100826 -0.39 -1.16 0.37
C -1.701116 2.481801 0.033169 0.80 -0.28 -1.21
F -1.801845 1.859684 1.379213 -0.10 -0.29 -0.13
C -2.105865 1.409931 -1.013809 1.90 0.47 1.24
Cl -3.819174 1.820457 -1.616169 -0.33 -0.24 -0.61
C -2.002304 -0.067701 -0.526949 -1.59 0.15 0.66
C -3.350404 -0.566552 0.064211 -0.42 -0.31 0.01
Cl -1.494265 -1.220801 -1.891541 -0.18 0.30 0.30
H 0.939956 1.482987 1.793518 -0.17 -0.59 -0.34
H 0.857889 -0.119168 0.870398 -0.17 0.66 0.26
H 2.339988 0.848539 0.914743 -0.69 0.05 -0.20
H 0.557036 1.061703 -1.211045 -0.22 0.34 0.48
H 2.216411 2.103995 -1.730800 0.30 -0.05 0.26
H 0.094410 3.333016 0.879181 -0.18 -0.14 -0.62
H -0.020044 3.701058 -0.845173 -0.39 -0.53 0.19
H -1.466601 1.490603 -1.918424 -0.60 0.28 0.53
H -1.229374 -0.201461 0.248495 -0.23 0.30 -0.65
H -3.771607 0.164633 0.787055 0.59 -0.23 -0.44
H -3.267315 -1.534916 0.597481 0.28 0.44 -0.34
H -4.131103 -0.687331 -0.717594 0.66 0.09 0.34
C -0.775526 1.399300 5.915727 0.07 0.01 0.09
C 0.182690 1.472839 4.740598 -0.45 0.00 -0.22
O -0.347010 0.787892 3.615095 0.10 -0.03 0.64
H -0.970760 0.358242 6.183510 0.06 0.01 0.00
H -0.369437 1.917273 6.788237 -0.09 0.01 0.02
H -1.737073 1.848801 5.659622 0.05 0.08 0.05
H 1.134828 1.003220 4.994673 0.00 -0.03 -0.12
H 0.374813 2.515345 4.462717 0.11 0.04 0.14
H -1.183441 1.211600 3.380637 0.13 0.04 -0.47
C -3.362624 -0.748458 9.151891 0.03 -0.10 -0.03
C -2.570842 0.532666 9.334739 -0.41 0.03 -0.02
O -3.045801 1.548452 8.458619 0.30 0.04 -0.04
H -3.290672 -1.096752 8.120302 0.08 0.01 0.03
H -2.995851 -1.534557 9.815502 -0.05 0.00 -0.01
H -4.422613 -0.580750 9.360987 0.03 -0.02 0.10
H -1.518323 0.366356 9.104789 -0.04 0.14 -0.08
H -2.646148 0.890971 10.367524 0.12 -0.12 0.07
H -3.970666 1.703839 8.665917 -0.07 0.02 -0.03
C 4.168301 0.151890 -4.460100 0.10 -0.04 -0.05
C 3.103981 -0.542308 -3.631592 -0.06 0.37 -0.22
O 2.366234 0.397591 -2.857867 0.08 -0.14 -0.02
H 4.854767 0.704334 -3.814857 -0.03 -0.06 0.04
H 4.738845 -0.570771 -5.046423 -0.05 0.11 0.00
H 3.715455 0.877940 -5.141493 -0.03 -0.07 -0.03
H 3.560929 -1.249414 -2.938804 -0.12 0.07 0.10
H 2.408128 -1.090417 -4.275986 0.10 -0.14 -0.01
H 1.952277 1.013175 -3.471970 -0.12 -0.10 -0.10
C -0.807614 -3.434033 3.608807 -0.03 -0.07 0.04
C -1.054545 -2.162675 2.815662 -0.01 -0.32 -0.12
O -0.812218 -2.380345 1.431834 0.17 0.01 0.01
H 0.219284 -3.777706 3.467926 0.00 0.08 0.03
H -0.981571 -3.270583 4.675398 -0.01 -0.04 -0.01
H -1.464910 -4.239187 3.266364 -0.05 0.02 0.07
H -0.384950 -1.370945 3.140161 -0.09 0.04 -0.13
H -2.086259 -1.815632 2.945509 0.03 0.08 0.17
H -1.414016 -3.070022 1.133427 0.04 -0.02 -0.19
C 2.841388 6.724345 1.051735 0.10 0.00 0.00
C 1.603893 6.249811 0.312088 -0.10 0.13 0.26
O 0.645966 5.721509 1.218672 0.10 -0.09 -0.07
H 3.287905 5.901407 1.612401 -0.01 -0.03 -0.09
H 3.585408 7.122434 0.357457 0.00 0.02 0.04
H 2.584925 7.504550 1.774846 0.01 0.07 -0.08
H 1.860382 5.457293 -0.391470 -0.14 -0.09 0.10
H 1.146469 7.074460 -0.246973 0.13 0.01 -0.13
H 0.408384 6.418429 1.835687 -0.06 0.04 0.02
C -4.308987 0.850630 -5.969906 -0.11 -0.11 -0.05
C -2.905510 1.422158 -6.014969 -0.23 0.12 0.41
O -2.930575 2.811516 -5.711559 0.09 0.11 -0.21
H -4.956591 1.367792 -6.681541 0.09 -0.02 -0.06
H -4.306000 -0.215846 -6.207058 -0.04 0.00 0.05
H -4.747199 0.989012 -4.978688 0.10 -0.11 0.04
H -2.475354 1.305235 -7.011099 0.04 0.16 0.02
H -2.253719 0.914692 -5.296208 -0.03 -0.16 -0.08
H -3.302360 2.906427 -4.825772 0.10 -0.02 0.04
C -0.240550 -5.421808 -2.557134 0.12 -0.03 -0.02
C -1.324456 -6.121779 -1.758685 -0.08 0.39 -0.20
O -2.067497 -5.182858 -0.992159 -0.04 -0.24 0.24
H 0.433837 -4.880743 -1.891615 -0.03 -0.05 0.02
H 0.340621 -6.139067 -3.142013 -0.01 0.03 -0.02
H -0.676297 -4.686399 -3.237835 0.00 -0.06 -0.03
H -0.884778 -6.839374 -1.065038 -0.11 0.06 0.08
H -2.010042 -6.659950 -2.423231 0.11 -0.15 -0.03
H -2.461860 -4.553916 -1.604624 0.04 0.18 0.06
C 5.312070 -4.341960 -5.195878 -0.09 -0.03 0.00
C 5.915717 -3.463650 -6.275710 0.17 -0.05 0.37
O 6.178108 -2.156276 -5.773815 -0.05 -0.02 -0.31
H 4.384692 -3.904533 -4.822282 0.00 -0.02 -0.08
H 5.100337 -5.342884 -5.577384 0.02 0.00 0.05
H 5.991585 -4.429120 -4.344014 0.04 -0.08 -0.06
H 5.226446 -3.362052 -7.114029 0.06 0.15 0.02
H 6.851169 -3.895141 -6.648012 -0.09 -0.11 -0.11
H 6.793253 -2.244002 -5.040667 0.02 0.04 0.07
```
Forces are in eV/Å.